(1)
This record from OMol25 describes a cluster of 3 separate species, C8H20BN2O4P in total at a distorted geometry. The level of theory is the ωB97M-V functional and the def2-TZVPD basis.

Output
Highest occupied orbital energy = -7.916 eV
SMILES = C=CB(C)P(C)CC.C[N+](=O)[O-].C[N+](=O)[O-]
Kohn-Sham gap = 8.2 eV
Maximum force = 2.08 eV Å⁻¹
Electronic energy = -29747.796 eV
2S+1 = 1

Last column: Mulliken charge in e.
CARTESIAN COORDINATES (ANGSTROEM)
C  -1.170  -0.967  -0.517  -0.55
C  -1.031  0.401  -0.707  -0.19
B  -0.088  1.298  0.271  0.28
C  1.457  1.651  -0.031  -0.63
P  -0.986  1.967  1.851  -0.01
C  0.234  2.858  2.994  -0.98
C  -2.251  3.211  1.114  -0.58
C  -3.609  2.381  0.885  -0.91
H  -1.586  -1.583  -1.364  0.20
H  -0.939  -1.463  0.465  0.17
H  -1.584  0.986  -1.509  0.28
H  1.553  2.773  -0.202  0.34
H  1.916  1.043  -0.859  -0.09
H  2.039  1.441  0.924  0.31
H  -0.131  3.910  3.162  0.28
H  0.229  2.327  3.989  0.30
H  1.270  2.874  2.538  0.25
H  -1.871  3.535  0.092  0.27
H  -2.416  4.097  1.785  0.47
H  -3.665  1.458  1.542  0.30
H  -3.676  2.015  -0.182  0.20
H  -4.459  3.097  1.110  0.30
C  -1.546  -5.223  -0.577  -0.73
N  -2.044  -4.364  0.529  0.86
O  -3.139  -3.854  0.388  -0.49
O  -1.317  -4.236  1.494  -0.51
H  -2.293  -5.245  -1.365  0.30
H  -0.616  -4.787  -0.937  0.28
H  -1.384  -6.219  -0.170  0.29
C  4.674  -0.126  -2.300  -0.64
N  4.804  -1.592  -2.502  0.85
O  5.640  -1.975  -3.296  -0.52
O  4.061  -2.303  -1.856  -0.52
H  5.394  0.381  -2.936  0.32
H  3.657  0.154  -2.569  0.22
H  4.874  0.080  -1.250  0.27

---

(2)
This record from OMol25 describes a structure of composition C34H40ClN7O4Yb. The level of theory is the ωB97M-V functional and the def2-TZVPD basis.

Output
Highest occupied orbital energy (alpha / beta) = -9.749 / -9.762 eV
Kohn-Sham gap (alpha / beta) = 6.7 / 6.7 eV
⟨S²⟩ = 0.751
Maximum force = 0.79 eV Å⁻¹
Electronic energy = -98575.456 eV
2S+1 = 2
Total charge = +1

Last column: Löwdin spin population.
CARTESIAN COORDINATES (ANGSTROEM)
Yb  -0.054  0.421  0.066  1.00
O  -1.736  -1.224  0.042  0.00
C  -2.965  -1.107  0.053  0.00
C  -3.720  0.114  0.068  0.00
C  -5.120  -0.001  0.088  0.00
C  -5.891  1.125  0.098  0.00
C  -5.316  2.403  0.087  0.00
C  -3.953  2.537  0.065  0.00
C  -3.106  1.403  0.056  0.00
O  -1.823  1.551  0.038  0.00
N  -7.353  0.993  0.121  0.00
O  -7.812  -0.131  0.106  0.00
O  -8.004  2.016  0.131  0.00
H  -3.568  -2.029  0.051  0.00
H  -5.595  -0.974  0.096  0.00
H  -5.965  3.267  0.093  0.00
H  -3.486  3.513  0.048  0.00
C  -1.723  -0.331  3.050  0.00
N  -0.528  0.456  2.723  0.00
C  -0.577  1.815  3.264  0.00
C  0.687  -0.258  2.669  0.00
N  0.757  -1.042  1.619  0.00
C  1.674  -2.114  1.512  0.00
C  1.863  -2.930  2.599  0.00
C  2.852  -3.929  2.618  0.00
C  3.683  -4.066  1.550  0.00
C  3.490  -3.287  0.381  0.00
C  4.386  -3.451  -0.705  0.00
C  4.227  -2.741  -1.854  0.00
C  3.100  -1.915  -2.000  0.00
C  2.183  -1.764  -0.991  0.00
N  1.003  -1.026  -1.253  0.00
C  0.275  -1.138  -2.328  0.00
N  -0.620  -0.041  -2.496  0.00
C  -0.081  1.179  -3.124  0.00
C  -1.975  -0.342  -2.962  0.00
N  0.211  -2.192  -3.154  0.00
C  -0.086  -2.055  -4.573  0.00
C  0.561  -3.538  -2.722  0.00
C  2.415  -2.357  0.299  0.00
N  1.659  0.007  3.553  0.00
C  3.068  -0.133  3.213  0.00
C  1.381  0.372  4.935  0.00
H  -2.603  0.162  2.638  0.00
H  -1.849  -0.407  4.135  0.00
H  -1.632  -1.326  2.623  0.00
H  -1.331  2.369  2.703  0.00
H  0.384  2.306  3.130  0.00
H  -0.851  1.832  4.321  0.00
H  1.254  -2.767  3.480  0.00
H  2.970  -4.551  3.495  0.00
H  4.493  -4.783  1.562  0.00
H  5.210  -4.143  -0.590  0.00
H  4.933  -2.836  -2.668  0.00
H  2.926  -1.402  -2.938  0.00
H  0.997  1.221  -2.990  0.00
H  -0.532  2.062  -2.666  0.00
H  -0.310  1.197  -4.194  0.00
H  -2.052  -0.331  -4.052  0.00
H  -2.647  0.423  -2.572  0.00
H  -2.292  -1.314  -2.593  0.00
H  -0.122  -1.008  -4.859  0.00
H  -1.030  -2.538  -4.829  0.00
H  0.714  -2.529  -5.144  0.00
H  0.495  -3.611  -1.640  0.00
H  1.568  -3.818  -3.036  0.00
H  -0.157  -4.227  -3.167  0.00
H  3.192  -0.126  2.134  0.00
H  3.491  -1.053  3.620  0.00
H  3.599  0.724  3.630  0.00
H  0.341  0.180  5.180  0.00
H  1.617  1.419  5.131  0.00
H  1.998  -0.251  5.585  0.00
Cl  3.305  2.070  -2.150  0.00
C  2.076  3.195  -1.598  0.00
C  1.732  4.231  -2.451  0.00
C  0.775  5.154  -2.062  0.00
C  0.193  5.028  -0.806  0.00
C  0.553  3.989  0.030  0.00
C  1.504  3.017  -0.332  0.00
C  1.798  1.861  0.536  0.00
H  2.224  4.313  -3.411  0.00
H  0.505  5.967  -2.720  0.00
H  -0.540  5.752  -0.474  0.00
H  0.088  3.909  1.007  0.00
H  2.759  1.406  0.287  0.00
H  1.834  2.176  1.583  0.00

---

(3)
This record from OMol25 describes a cluster of 7 separate species, C51H89F2NO21P2S8Si in total at a distorted geometry. The level of theory is the ωB97M-V functional and the def2-TZVPD basis.

Output
Highest occupied orbital energy = -7.471 eV
SMILES = C[Si](C)(CCC(F)(F)[C@H]1[C@@H](CCCCn2cccc2)[C@@](C[C@@H]2CO2)(CP(=O)(O)O)S(=O)(=O)O[C@@H]1P(O)(O)=S)c1ccccc1.O=S1(=O)CCCC1.O=S1(=O)CCCC1.O=S1(=O)CCCC1.O=S1(=O)CCCC1.O=S1(=O)CCCC1.O=S1(=O)CCCC1
Kohn-Sham gap = 7.1 eV
Maximum force = 7.87 eV Å⁻¹
Electronic energy = -217373.245 eV
2S+1 = 1

Last column: Mulliken charge in e.
CARTESIAN COORDINATES (ANGSTROEM)
C  6.747  -1.569  -1.965  -0.85
Si  4.817  -1.815  -2.062  -0.06
C  4.596  -3.711  -2.423  -0.82
C  4.222  -0.851  -3.607  -0.36
C  2.870  0.038  -3.344  -0.30
C  2.340  0.773  -4.671  0.55
F  3.383  0.453  -5.666  -0.40
F  1.220  0.043  -5.165  -0.35
C  2.289  2.350  -4.677  -0.29
C  0.943  3.160  -4.328  -1.38
C  -0.386  2.667  -5.098  -1.67
C  -1.315  1.559  -4.473  -0.06
C  -2.788  2.061  -3.979  -0.34
C  -3.721  0.722  -4.025  -0.87
N  -4.899  0.836  -3.093  0.32
C  -5.449  2.066  -2.526  -0.03
C  -6.696  1.926  -1.608  -0.86
C  -6.875  0.362  -1.639  -0.14
C  -5.755  -0.219  -2.565  -0.49
C  0.744  3.760  -2.818  2.16
C  -0.487  4.815  -3.065  -0.58
C  -0.185  6.302  -2.257  0.33
C  -0.251  6.229  -0.568  -1.00
O  -1.377  6.899  -1.538  -0.48
C  0.119  2.849  -1.679  -0.97
P  1.091  1.706  -0.587  1.51
O  0.448  1.774  0.839  -0.65
O  0.677  0.094  -1.083  -0.54
O  2.718  1.970  -0.325  -0.55
S  2.365  4.552  -2.424  1.96
O  2.530  4.920  -0.955  -0.71
O  2.708  5.780  -3.219  -0.70
O  3.621  3.474  -2.744  -0.15
C  3.671  2.993  -4.080  -0.13
P  4.518  4.175  -5.349  0.48
O  3.401  5.241  -6.091  -0.51
O  5.325  3.270  -6.543  -0.54
S  5.881  5.140  -4.308  -0.37
C  4.059  -1.280  -0.402  0.95
C  2.718  -1.874  0.113  -0.43
C  2.116  -1.479  1.496  -0.64
C  2.920  -0.456  2.361  0.05
C  4.242  0.196  1.867  -0.94
C  4.833  -0.223  0.459  0.24
H  6.988  -0.507  -1.610  0.08
H  7.178  -1.716  -3.035  0.32
H  7.225  -2.351  -1.258  0.25
H  5.349  -4.350  -1.855  0.32
H  4.794  -3.842  -3.554  0.24
H  3.507  -4.028  -2.254  0.20
H  4.043  -1.650  -4.428  0.37
H  5.095  -0.144  -3.900  0.12
H  2.073  -0.744  -3.064  0.62
H  3.153  0.750  -2.499  -0.34
H  2.430  2.596  -5.816  0.71
H  1.143  4.177  -4.894  0.40
H  -1.056  3.555  -5.428  0.53
H  0.012  2.247  -6.108  0.43
H  -1.547  0.774  -5.297  0.61
H  -0.775  0.940  -3.653  -0.17
H  -2.776  2.536  -2.941  0.23
H  -3.190  2.773  -4.785  0.30
H  -4.128  0.522  -5.087  0.20
H  -3.115  -0.208  -3.740  0.40
H  -4.978  3.080  -2.764  0.28
H  -7.266  2.742  -1.051  0.30
H  -7.704  -0.172  -1.074  0.19
H  -5.672  -1.334  -2.773  0.37
H  -0.554  5.212  -4.129  0.50
H  -1.485  4.433  -2.670  0.05
H  0.617  7.056  -2.754  0.47
H  -0.671  6.992  0.160  0.43
H  0.788  6.786  -0.594  0.17
H  -0.342  3.615  -0.925  0.12
H  -0.836  2.254  -1.965  -0.51
H  0.363  0.113  -2.021  0.25
H  2.880  2.091  0.647  0.23
H  4.418  2.101  -4.080  0.07
H  3.883  6.100  -6.189  0.38
H  5.943  3.906  -6.972  0.38
H  2.175  -2.618  -0.558  0.18
H  1.141  -1.958  1.835  0.32
H  2.528  -0.163  3.402  0.28
H  4.864  0.953  2.476  0.37
H  5.805  0.254  0.103  -0.06
C  3.088  -7.566  -5.348  -0.56
C  4.082  -8.728  -5.290  -0.60
C  4.931  -8.544  -4.031  -0.64
S  3.909  -7.651  -2.864  1.00
O  4.499  -6.351  -2.637  -0.49
O  3.543  -8.532  -1.779  -0.70
C  2.504  -7.452  -3.946  -0.67
H  2.310  -7.735  -6.094  0.34
H  3.615  -6.643  -5.610  0.29
H  3.533  -9.674  -5.229  0.30
H  4.708  -8.770  -6.184  0.32
H  5.221  -9.502  -3.597  0.32
H  5.819  -7.942  -4.232  0.35
H  2.022  -6.493  -3.758  0.38
H  1.808  -8.270  -3.742  0.33
C  2.347  4.034  5.934  -0.65
C  0.888  3.730  5.585  -0.48
C  0.845  2.327  4.976  -0.29
S  2.225  1.433  5.683  1.08
O  3.166  1.129  4.627  -0.55
O  1.725  0.419  6.584  -0.74
C  2.870  2.791  6.643  -0.78
H  2.436  4.922  6.564  0.37
H  2.917  4.210  5.016  0.27
H  0.282  3.754  6.497  0.28
H  0.474  4.470  4.897  0.26
H  -0.084  1.810  5.220  0.40
H  0.981  2.356  3.893  0.02
H  3.958  2.740  6.674  0.42
H  2.460  2.711  7.652  0.34
C  -3.635  5.565  1.721  -0.54
C  -3.419  6.735  2.682  -0.60
C  -3.872  6.278  4.070  -0.69
S  -3.642  4.504  4.112  1.12
O  -4.938  3.875  4.223  -0.69
O  -2.551  4.185  5.007  -0.60
C  -3.074  4.339  2.429  -0.64
H  -3.143  5.733  0.760  0.18
H  -4.706  5.433  1.534  0.34
H  -2.355  6.993  2.709  0.24
H  -3.965  7.626  2.363  0.40
H  -3.276  6.738  4.860  0.38
H  -4.931  6.486  4.234  0.33
H  -3.429  3.399  2.007  0.47
H  -1.982  4.357  2.442  0.29
C  10.012  1.563  1.562  -0.73
C  10.911  0.380  1.928  -0.63
C  10.020  -0.699  2.547  -0.71
S  8.395  -0.476  1.832  1.20
O  7.484  -0.075  2.878  -0.64
O  8.112  -1.578  0.942  -0.60
C  8.804  0.961  0.857  -0.60
H  10.530  2.284  0.926  0.37
H  9.695  2.082  2.473  0.32
H  11.387  -0.009  1.023  0.30
H  11.707  0.676  2.616  0.32
H  10.383  -1.701  2.316  0.33
H  9.934  -0.575  3.628  0.36
H  7.950  1.637  0.814  0.38
H  9.065  0.619  -0.148  0.37
C  -8.414  -3.427  2.598  0.07
C  -9.159  -2.097  2.743  -0.77
C  -8.955  -1.313  1.445  -0.68
S  -8.713  -2.533  0.157  1.15
O  -7.365  -2.409  -0.347  -0.59
O  -9.866  -2.539  -0.716  -0.70
C  -8.789  -3.962  1.222  -0.74
H  -8.683  -4.130  3.389  -0.17
H  -7.335  -3.253  2.652  0.30
H  -10.226  -2.292  2.892  0.29
H  -8.805  -1.529  3.606  0.36
H  -9.825  -0.701  1.204  0.42
H  -8.061  -0.689  1.491  0.40
H  -8.108  -4.732  0.861  0.45
H  -9.816  -4.333  1.210  0.35
C  -10.349  -7.264  7.227  -0.60
C  -8.935  -7.412  7.792  -0.63
C  -7.972  -7.493  6.606  -0.64
S  -8.748  -6.591  5.270  1.18
O  -9.065  -7.520  4.210  -0.69
O  -8.013  -5.368  5.029  -0.70
C  -10.252  -6.196  6.145  -0.70
H  -11.068  -6.987  8.000  0.33
H  -10.672  -8.214  6.788  0.31
H  -8.694  -6.535  8.403  0.30
H  -8.846  -8.292  8.433  0.32
H  -7.009  -7.038  6.838  0.34
H  -7.828  -8.524  6.278  0.35
H  -11.096  -6.204  5.457  0.42
H  -10.132  -5.202  6.583  0.36

---

(4)
This record from OMol25 describes the molecule C6H10O at a distorted geometry. The level of theory is the ωB97M-V functional and the def2-TZVPD basis.

Output
Highest occupied orbital energy = -8.355 eV
SMILES = C/C=C/C=C/CO
Kohn-Sham gap = 9.2 eV
Maximum force = 4.95 eV Å⁻¹
Electronic energy = -8428.559 eV
2S+1 = 1
Relative energy (zero: lowest compared OMol25 entry of this formula, charge and spin) = 61.8 kcal per mole

Last column: Mulliken charge in e.
CARTESIAN COORDINATES (ANGSTROEM)
C  -0.485  -1.070  -0.893  -0.12
C  -0.969  -0.616  0.426  -0.21
C  0.698  -0.607  -1.275  -0.22
C  -0.188  0.230  1.052  0.03
C  1.111  -0.816  -2.709  -1.13
C  -0.558  0.831  2.328  -0.55
O  -0.513  2.231  2.207  -0.56
H  -1.225  -1.464  -1.606  0.28
H  -1.917  -0.958  0.831  0.34
H  1.464  -0.108  -0.781  0.43
H  0.647  0.927  0.607  0.09
H  1.282  0.256  -3.071  0.26
H  0.464  -1.397  -3.517  0.28
H  2.152  -1.271  -2.743  0.27
H  0.097  0.591  3.263  0.22
H  -1.469  0.481  2.835  0.29
H  -0.591  2.761  3.047  0.31